67
Properties=species:S:1:pos:R:3 method="wB97M-V/def2-TZVPD" e_above_lowest_kj_mol=65.6 e_homo_ev=-8.0 e_lumo_ev=-0.3
I -2.85 3.21 -0.39
Zr -0.40 1.26 0.11
Cl 0.10 1.75 2.93
O 0.12 0.61 3.77
O 0.18 2.97 3.64
O -1.17 1.74 2.08
O 1.12 1.67 1.86
N 1.54 3.54 -1.07
N -0.24 1.28 -2.10
N 0.88 1.69 -2.77
N 0.45 3.35 -0.28
C -3.63 0.44 0.50
C 3.22 -4.11 1.94
C 2.86 -1.96 -2.44
C -0.80 0.30 -2.85
C 1.22 -2.78 1.72
C -5.81 -0.06 1.54
C 0.50 4.27 0.69
C 3.85 0.06 -1.61
C 1.62 5.07 0.53
C 1.12 -5.02 2.65
C -3.23 -2.29 0.12
C -4.60 -0.49 0.95
C 2.83 0.16 -0.67
C -6.11 1.27 1.65
C -0.05 0.07 -3.99
C 2.49 -5.16 2.47
C -5.22 2.22 1.11
C 0.71 -0.66 0.40
C -4.04 1.80 0.57
C -2.24 -1.34 -0.23
C 1.85 -1.86 -1.50
C -4.36 -1.88 0.75
C 1.01 0.98 -3.88
C 2.60 -2.93 1.57
C -2.35 0.01 -0.01
C 0.50 -3.84 2.29
C 0.47 -1.56 1.36
C 3.87 -1.01 -2.49
C 2.24 4.56 -0.60
C 1.82 -0.80 -0.58
B 1.66 3.03 -2.55
H 2.87 -2.80 -3.12
H 4.62 0.82 -1.64
H -1.70 -0.17 -2.52
H 2.82 2.84 -2.80
H 1.83 1.17 -4.55
H -5.11 -2.59 1.07
H -0.23 -0.64 -4.77
H -3.06 -3.34 -0.08
H 2.98 -6.08 2.76
H 0.54 -5.83 3.07
H 1.94 5.89 1.15
H -0.43 -1.43 1.96
H 4.67 -1.09 -3.23
H 3.12 4.89 -1.13
H 2.85 0.98 0.04
H -0.57 -3.72 2.43
H 3.19 -2.12 1.17
H -7.04 1.59 2.10
H 1.16 3.87 -3.27
H -5.48 3.27 1.12
H 1.07 -2.61 -1.45
H -1.32 -1.74 -0.65
H 4.30 -4.21 1.82
H -6.51 -0.81 1.89
H -0.26 4.31 1.45

14
Properties=species:S:1:pos:R:3 method="wB97M-V/def2-TZVPD" e_above_lowest_kj_mol=350.8 e_homo_ev=-8.8 e_lumo_ev=-0.7
S -1.09 0.69 1.83
S 1.33 -0.66 -2.90
O -0.65 -1.99 -1.70
C 0.38 -0.24 -0.34
C 0.37 -1.03 -1.62
C -0.86 -0.60 0.59
C 0.29 1.60 1.33
C 0.91 1.04 -0.06
H 1.60 1.74 -0.77
H -0.64 -1.55 1.09
H -0.07 2.50 0.97
H 1.11 1.65 2.05
H -1.87 -0.61 0.05
H -0.82 -2.52 -0.52

76
Properties=species:S:1:pos:R:3 method="wB97M-V/def2-TZVPD" e_above_lowest_kj_mol=0.0 e_homo_ev=-5.9 charge=-1 e_lumo_ev=1.8
Se -22.90 0.70 6.75
Se -21.44 -0.31 8.29
K -20.64 2.03 4.28
S -15.45 4.77 -0.04
O -18.64 0.11 3.04
O -18.62 -1.61 1.60
O -16.76 -2.70 5.74
O -19.08 7.25 1.81
O -16.78 5.40 -0.02
O -14.18 5.46 -0.25
O -16.95 7.62 2.11
O -22.23 3.30 2.68
O -24.06 2.04 2.73
N -17.66 -3.13 3.70
N -16.89 4.87 3.19
N -18.67 3.97 4.15
N -20.58 2.30 8.04
N -21.51 -0.89 4.86
N -17.97 6.96 2.20
N -20.92 0.99 1.89
C -20.26 0.02 1.28
C -21.40 -1.58 3.73
C -23.79 -0.43 4.30
C -17.39 3.81 3.92
C -20.13 1.07 8.05
C -23.61 -1.09 3.11
C -22.43 -1.73 2.82
C -19.00 -0.51 2.00
C -16.62 2.61 4.28
C -16.78 -2.54 4.54
C -22.17 1.30 1.53
C -22.76 0.66 0.46
C -15.73 -1.73 3.89
C -18.40 3.02 7.32
C -22.69 -0.37 5.14
C -22.92 2.32 2.36
C -15.78 4.05 -2.69
C -18.86 0.70 7.70
C -19.74 3.27 7.69
C -17.97 1.72 7.39
C -22.02 -0.21 -0.32
C -19.05 5.10 3.46
C -17.96 5.67 2.87
C -15.61 3.47 -1.24
C -15.54 4.97 2.65
C -15.31 3.90 1.52
C -20.74 -0.57 0.10
H -24.46 -1.19 2.44
H -18.56 -0.31 7.69
H -20.15 -1.26 -0.46
H -20.43 -2.01 3.49
H -14.85 4.38 -3.17
H -16.20 -0.78 3.60
H -16.50 2.92 -1.00
H -16.94 1.47 7.14
H -18.46 -3.45 4.20
H -22.23 -2.18 1.86
H -14.96 -1.50 4.63
H -16.06 3.12 1.51
H -22.54 -0.65 -1.17
H -17.78 3.88 7.00
H -24.69 0.14 4.40
H -20.14 4.28 7.65
H -17.88 -2.67 2.83
H -15.36 -2.27 2.98
H -15.36 5.97 2.24
H -16.50 4.87 -2.69
H -15.53 2.65 4.04
H -16.16 3.20 -3.23
H -16.60 2.43 5.35
H -17.05 1.73 3.71
H -14.74 2.84 -1.14
H -20.12 5.37 3.44
H -14.35 3.42 1.60
H -23.82 0.78 0.21
H -14.87 4.83 3.51

37
Properties=species:S:1:pos:R:3 method="wB97M-V/def2-TZVPD" e_above_lowest_kj_mol=1154.2 e_homo_ev=-8.5 e_lumo_ev=0.2
S -3.92 -1.98 0.64
O 1.51 -1.71 0.72
O 4.25 2.05 0.60
O 2.24 -0.09 -0.47
N -2.78 0.09 -0.09
C 1.26 -0.67 0.14
C -6.22 1.73 -0.29
C -6.98 0.54 -0.19
C 4.48 0.68 0.17
C 5.35 -1.90 -0.45
C -4.93 -0.58 0.22
C 6.24 -0.88 -0.08
C 3.52 -0.26 -0.40
C 2.80 2.36 0.82
C -2.57 -0.98 0.28
C -1.12 -1.48 0.13
C -6.43 -0.56 0.35
C -0.06 -0.62 -0.32
C -4.20 0.40 -0.08
C 5.82 0.25 0.11
C -4.71 1.76 -0.51
C 4.07 -1.49 -0.83
H 6.40 1.13 0.65
H 7.33 -1.11 -0.08
H -4.19 2.68 -0.72
H 5.86 -2.69 -0.91
H -0.15 -0.14 -1.33
H 2.83 3.58 1.16
H 2.35 1.72 1.44
H 2.27 2.36 -0.40
H -0.99 -2.42 -0.26
H -6.88 -1.36 0.19
H -7.92 0.63 -0.09
H -0.98 -1.78 1.40
H -0.26 0.61 0.33
H 3.38 -2.28 -1.21
H -6.69 2.42 -0.63

18
Properties=species:S:1:pos:R:3 method="wB97M-V/def2-TZVPD" e_above_lowest_kj_mol=0.0 s_squared=20.03 e_homo_ev="-11.1 / -11.1" charge=+1 spin_multiplicity=9 e_lumo_ev="-4.8 / -5.7"
Gd 3.22 1.08 -1.69
O 1.36 1.92 -0.53
O 1.03 -0.26 -0.56
O -0.07 0.98 0.99
C 1.00 -2.63 -0.88
C 0.16 -1.39 -0.71
C 0.47 1.00 -0.31
C -1.27 1.66 0.98
C -1.77 2.06 2.19
H -0.49 -1.22 -1.59
H -0.64 1.41 -0.78
H -0.47 -1.46 0.18
H -2.70 2.63 2.21
H 1.71 -2.51 -1.72
H 0.35 -3.48 -1.11
H 1.57 -2.85 0.03
H -1.47 1.56 3.11
H -2.01 1.50 0.18

76
Properties=species:S:1:pos:R:3 method="wB97M-V/def2-TZVPD" e_homo_ev=-7.3 e_lumo_ev=-5.2
Br 8.92 -3.57 -2.32
Ca -0.71 2.01 -0.93
Cl -4.26 -2.60 4.60
S -0.97 -1.30 2.50
S -0.62 -0.09 -2.36
S -0.20 1.33 1.26
S -7.92 3.86 2.15
S -7.01 6.03 3.27
Al -2.48 1.04 3.78
F 5.98 -3.00 -5.01
F -9.18 3.55 1.22
F 6.42 -0.41 -3.39
F -7.20 5.22 4.63
O -2.90 -3.07 4.40
O -5.62 5.80 2.95
O -4.97 -3.53 5.43
O -4.92 -2.47 3.32
O -8.24 3.04 3.30
O -4.22 -1.30 5.25
O -6.84 3.39 1.31
O 3.81 -3.20 -4.95
O -7.32 7.38 3.70
N 0.85 0.55 -2.98
N -0.21 -1.43 -1.35
N -8.10 5.42 2.31
N 3.86 0.88 -3.59
N -2.88 0.37 1.05
C 4.40 -1.26 -2.09
C -3.07 1.59 0.17
C -3.24 2.98 1.02
C 4.90 1.54 -0.25
C 0.53 -3.29 1.11
C 2.24 -2.49 -0.85
C 1.89 -0.34 -2.44
C 6.45 -2.75 -2.65
C 3.89 2.24 -1.34
C -4.93 -1.02 0.65
C 0.70 -1.89 1.90
C 1.23 -1.46 -1.51
C 5.97 -1.22 -2.30
C 4.43 2.04 -2.85
C 1.78 -3.67 0.15
C -1.48 0.20 1.51
C 3.74 -2.38 -1.16
C -3.37 -0.79 0.22
C 3.44 -0.22 -2.72
H 0.49 -4.11 1.93
H 6.45 -0.98 -1.30
H 3.42 -2.56 -4.34
H 5.01 2.27 0.63
H -4.37 3.16 1.14
H -2.31 1.69 -0.69
H -2.82 -1.77 0.39
H 2.67 -4.02 0.80
H -2.77 3.88 0.49
H 1.24 -1.07 1.30
H 1.37 -2.08 2.82
H 3.07 1.24 -4.14
H 1.45 -4.57 -0.48
H -5.46 -1.77 -0.03
H 4.10 2.99 -3.43
H 5.94 1.52 -0.76
H 5.62 -3.37 -3.14
H -2.81 2.82 2.08
H 3.98 3.37 -1.11
H 5.58 2.09 -2.85
H -5.48 -0.01 0.49
H -5.03 -1.25 1.76
H -0.49 -3.33 0.57
H 4.45 -3.15 -0.70
H 4.54 0.50 0.07
H 7.31 -2.69 -3.43
H -3.39 -0.58 -0.91
H -4.09 1.45 -0.35
H 6.85 -3.29 -1.72
H 2.80 1.97 -1.18

6
Properties=species:S:1:pos:R:3 method="wB97M-V/def2-TZVPD" e_above_lowest_kj_mol=70.8 e_homo_ev=-9.0 smiles=CS e_lumo_ev=0.8
S -1.17 0.67 -0.29
C 0.37 -0.14 -0.23
H -1.47 0.37 1.14
H 0.41 -0.95 -0.96
H 1.20 0.71 -0.45
H 0.67 -0.66 0.78

12
Properties=species:S:1:pos:R:3 method="wB97M-V/def2-TZVPD" e_above_lowest_kj_mol=107.7 e_homo_ev=-9.3 smiles="C1=CCNC1" e_lumo_ev=1.1
N -0.63 0.36 -1.03
C -0.89 -0.86 -0.23
C 0.23 1.22 -0.16
C 0.29 -0.93 0.73
C 0.92 0.21 0.68
H 1.81 0.53 1.29
H -1.01 -1.87 -0.78
H 0.06 0.14 -1.76
H 0.92 1.78 -0.83
H -1.82 -0.74 0.33
H -0.34 1.93 0.39
H 0.47 -1.76 1.38

104
Properties=species:S:1:pos:R:3 method="wB97M-V/def2-TZVPD" e_above_lowest_kj_mol=744.6 e_homo_ev=-8.7 e_lumo_ev=-0.8
Cl -0.08 -5.85 1.03
Cl -0.25 6.26 6.22
Cl 7.25 -6.23 -2.97
Cl 3.07 -3.71 5.99
Cl 2.44 -3.74 2.68
Cl 4.54 -6.14 2.67
Cl 2.28 -7.42 3.66
Cl 2.68 1.48 2.44
Cl -9.93 5.76 -1.07
Cl -6.30 4.28 -9.97
Cl -2.69 -1.58 2.60
Cl 9.33 -4.92 0.89
Cl 3.83 4.01 1.59
Cl 6.10 -8.32 3.81
Cl 0.60 -4.10 7.49
Cl 4.80 3.30 5.93
Cl -7.66 5.54 -2.88
Cl 11.11 -7.16 1.41
Cl 8.30 -0.66 -2.27
Cl 12.19 -4.47 1.19
Cl 7.18 -3.20 -1.41
Cl -1.46 -6.32 -1.48
Cl 5.66 -0.75 -1.05
Cl 0.56 -2.58 5.01
Cl -0.58 -7.85 3.36
Cl 5.96 5.82 5.07
Cl 2.39 -2.21 0.21
Cl -0.01 -0.60 2.04
Cl 4.89 -3.34 1.16
Cl -2.60 -7.30 1.00
Cl 1.20 3.95 2.83
Cl -1.51 5.11 3.86
Cl 1.18 -10.10 3.89
Cl -8.71 8.16 -2.16
Cl 3.33 5.78 6.32
Cl -5.13 4.74 -7.35
Cl 7.12 -6.85 1.52
Cl -2.56 4.52 6.51
Cl 9.02 -8.47 -2.44
Cl -1.22 -2.62 0.32
Cl -7.67 5.97 -8.05
Cl 10.11 -5.78 -2.66
S -0.13 -0.42 -2.12
O 0.09 4.54 -1.53
O -3.30 1.99 -1.40
O -4.34 0.15 -0.56
O -4.80 3.77 -2.68
N -2.10 1.28 -3.45
N -1.78 3.59 -2.51
C -8.51 2.15 -2.40
C -6.76 3.69 -4.41
C -8.42 6.51 -1.60
C -7.05 2.58 -2.00
C -9.14 2.47 -3.80
C -4.17 0.88 -1.57
C -0.95 3.83 -3.76
C -1.10 -6.97 0.12
C -1.15 0.65 -2.83
C 1.51 -3.00 6.44
C 10.81 -5.44 1.71
C 3.34 -2.63 1.64
C -6.10 5.44 -8.66
C -1.78 5.74 5.50
C -6.14 3.37 -3.00
C -8.21 3.24 -4.81
C -3.92 2.95 -3.54
C -0.68 2.74 -0.12
C 2.80 3.21 2.79
C -1.52 -1.20 1.33
C 4.93 5.03 6.27
C 0.89 -8.38 4.18
C 5.67 -7.47 2.32
C -2.66 2.42 -2.62
C 7.28 -1.47 -1.07
C 8.72 -6.75 -2.14
C -0.82 3.63 -1.42
H -1.56 3.03 0.57
H 0.04 3.23 -3.73
H 3.26 3.33 3.77
H -0.77 1.61 -0.28
H -8.64 3.46 -5.84
H 5.40 5.15 7.25
H -5.57 6.31 -9.05
H -1.49 3.47 -4.71
H -6.64 2.31 -0.98
H -9.16 1.59 -1.66
H 5.18 -8.17 1.65
H 0.27 3.02 0.48
H 0.75 -8.24 5.25
H -4.48 2.07 -4.03
H 8.59 -6.61 -1.07
H -3.59 3.63 -4.39
H -4.68 0.54 -2.53
H -0.56 -7.91 0.00
H -6.16 4.25 -5.21
H -1.95 -0.41 0.70
H 3.54 -1.71 2.20
H -2.44 6.60 5.43
H 1.70 -2.08 7.00
H 7.73 -1.34 -0.09
H 10.67 -5.30 2.78
H -7.74 6.55 -0.75
H -0.76 4.95 -3.92
H -10.21 2.15 -4.10